Entry 1:
One molecule with the formula C3H3IN2S, computed with ωB97M-V/def2-TZVPD.

For the orbital gap, the calculation gives 7.9 eV. Its energy above the lowest of the compared OMol25 structures with the same formula, charge and spin is 3.484 eV. As for the net charge: 0. As for the HOMO energy: -8.0 eV.

Geometry as XYZ:
```
10
C3H3IN2S, DFT ωB97M-V/def2-TZVPD
C -0.561 0.441 -1.024
C 0.488 -0.313 -1.249
C 0.836 -0.724 0.971
N -1.005 0.626 0.301
N -0.174 0.038 1.275
S 1.949 -1.636 1.628
I 1.450 -1.045 -2.901
H -1.196 0.951 -1.739
H -1.202 1.596 0.534
H -0.585 0.065 2.204
```

***

Entry 2:
C3H3IN2S as an isolated structure, computed with ωB97M-V/def2-TZVPD.

For the orbital gap (spin up / spin down), the calculation gives 5.8 / 5.8 eV. Its energy above the lowest of the compared OMol25 structures with the same formula, charge and spin is 3.750 eV. As for the net charge: 0. As for the HOMO energy (spin up / spin down): -7.0 / -7.0 eV.

Geometry as XYZ:
```
10
C3H3IN2S, DFT ωB97M-V/def2-TZVPD
C 0.561 0.606 -0.013
C -0.810 0.882 -0.006
C 1.153 -1.804 0.155
N 1.343 -0.546 -0.040
N -1.842 0.101 -0.029
S 0.719 -3.284 -0.037
I -3.705 0.886 -0.004
H 1.186 1.486 0.028
H -0.936 1.968 0.017
H 2.332 -0.297 -0.071
```

***

Entry 3:
One molecule with the formula C3H3IO2, computed with ωB97M-V/def2-TZVPD.

For the orbital gap, the calculation gives 8.9 eV. Its energy above the lowest of the compared OMol25 structures with the same formula, charge and spin is 0.590 eV. As for the net charge: 0. As for the HOMO energy: -9.6 eV.

Geometry as XYZ:
```
9
C3H3IO2, DFT ωB97M-V/def2-TZVPD
C -1.178 -0.084 0.194
C 0.104 -0.619 -0.285
O 0.403 -1.729 -0.587
C 1.175 0.629 -0.001
O 0.851 1.765 0.065
I 3.166 -0.106 0.020
H -1.660 -0.776 0.938
H -1.752 -0.082 -0.881
H -1.107 1.001 0.538
```

***

Entry 4:
C3H3KLiO3 as an isolated structure, computed with ωB97M-V/def2-TZVPD.

For the orbital gap (spin up / spin down), the calculation gives 7.1 / 11.8 eV. As for the spin multiplicity: 2. Its energy above the lowest of the compared OMol25 structures with the same formula, charge and spin is 0.000 eV. The expectation value of S² is 0.754. As for the net charge: +2. As for the HOMO energy (spin up / spin down): -14.6 / -19.2 eV.

Geometry as XYZ:
```
11
C3H3KLiO3, DFT ωB97M-V/def2-TZVPD
O 0.742 0.394 -1.128
C -0.452 0.085 -0.986
C 1.522 0.473 0.548
O -1.351 -0.364 -1.651
O -0.694 -0.138 0.761
C 0.422 0.111 1.452
Li -1.565 -0.707 -3.548
H 1.877 1.507 0.613
H 2.280 -0.306 0.414
H 0.400 0.343 2.519
K -3.181 -1.398 1.005
```

***

Entry 5:
C3H3KO2 as an isolated structure, computed with ωB97M-V/def2-TZVPD.

For the orbital gap, the calculation gives 5.0 eV. Its energy above the lowest of the compared OMol25 structures with the same formula, charge and spin is 1.711 eV. As for the net charge: 0. As for the HOMO energy: -6.0 eV.

Geometry as XYZ:
```
9
C3H3KO2, DFT ωB97M-V/def2-TZVPD
O 0.513 -0.870 -0.670
K 2.427 0.667 0.218
O -2.167 1.099 0.410
C -1.604 0.127 -0.082
C -0.254 -0.311 0.159
C -2.202 -1.386 -0.079
H -2.135 -1.779 -1.104
H -3.273 -1.276 0.149
H -1.863 -2.136 0.650
```

***

Entry 6:
C3H3LaLiO2 as an isolated structure, computed with ωB97M-V/def2-TZVPD.

For the orbital gap (spin up / spin down), the calculation gives 7.3 / 7.3 eV. Its energy above the lowest of the compared OMol25 structures with the same formula, charge and spin is 0.000 eV. As for the net charge: +3. As for the HOMO energy (spin up / spin down): -21.1 / -21.1 eV.

Geometry as XYZ:
```
10
C3H3LaLiO2, DFT ωB97M-V/def2-TZVPD
O 0.244 -0.426 -0.760
C -0.698 -0.456 0.081
C -2.071 -0.083 -0.321
H -2.765 -0.775 0.180
H -2.295 0.903 0.117
H -2.195 -0.058 -1.414
O 3.411 0.688 1.669
C 4.297 1.383 1.529
La 1.262 -0.855 1.822
Li 0.809 -0.320 -2.903
```

***

Entry 7:
C3H3LaLiO3 as an isolated structure, computed with ωB97M-V/def2-TZVPD.

For the orbital gap (spin up / spin down), the calculation gives 6.1 / 7.2 eV. As for the spin multiplicity: 2. Its energy above the lowest of the compared OMol25 structures with the same formula, charge and spin is 5.777 eV. The expectation value of S² is 1.471. As for the net charge: +2. As for the HOMO energy (spin up / spin down): -14.3 / -15.5 eV.

Geometry as XYZ:
```
11
C3H3LaLiO3, DFT ωB97M-V/def2-TZVPD
H 0.877 -1.692 1.370
C -0.166 -1.224 -1.176
C -0.094 -0.242 -0.129
O -1.020 0.746 -0.194
C -0.827 1.941 0.426
O 0.200 2.106 1.105
O 0.420 -2.329 -1.042
H -0.460 -0.866 -2.177
H 0.882 0.027 0.288
La -1.139 4.760 1.208
Li 1.328 -3.225 0.322
```

***

Entry 8:
C3H3LaO as an isolated structure, computed with ωB97M-V/def2-TZVPD.

For the orbital gap, the calculation gives 6.5 eV. As for the net charge: 0. As for the HOMO energy: -7.9 eV.

Geometry as XYZ:
```
8
C3H3LaO, DFT ωB97M-V/def2-TZVPD
C -0.009 -0.022 0.143
C -1.401 0.340 -0.463
C -1.090 -0.494 0.720
H -1.718 -0.126 -1.409
H -1.791 1.362 -0.342
H -1.518 -1.078 1.532
O 4.828 -0.176 -0.148
La 2.700 0.193 -0.032
```

***

Entry 9:
C3H3Li2O3Y as an isolated structure, computed with ωB97M-V/def2-TZVPD.

For the orbital gap (spin up / spin down), the calculation gives 6.1 / 6.1 eV. Its energy above the lowest of the compared OMol25 structures with the same formula, charge and spin is 1.819 eV. As for the net charge: +2. As for the HOMO energy (spin up / spin down): -15.1 / -15.1 eV.

Geometry as XYZ:
```
12
C3H3Li2O3Y, DFT ωB97M-V/def2-TZVPD
O -0.099 -1.875 -0.727
Li -1.147 -3.276 -0.416
C -0.128 -0.725 -0.178
O 1.156 -0.370 0.197
C 1.622 0.940 -0.292
H 2.108 0.756 -1.264
H 2.412 1.220 0.423
Y -0.325 2.112 -0.168
C -1.760 0.015 0.145
O -2.088 0.777 -0.915
Li 0.151 0.305 1.966
H -1.904 0.120 1.228
```

***

Entry 10:
C3H3Li2O9 as an isolated structure, computed with ωB97M-V/def2-TZVPD.

For the orbital gap, the calculation gives 5.6 eV. Its energy above the lowest of the compared OMol25 structures with the same formula, charge and spin is 0.000 eV. As for the net charge: -1. As for the HOMO energy: -5.0 eV.

Geometry as XYZ:
```
17
C3H3Li2O9, DFT ωB97M-V/def2-TZVPD
Li 2.183 -1.979 -0.262
Li -0.530 0.547 -0.205
O -0.259 -0.078 -5.139
C -0.197 0.124 -3.868
O 0.538 -0.528 -3.117
O -1.024 0.829 -3.296
H -1.120 0.295 -5.343
O -2.309 -2.998 3.076
C -2.147 -2.077 2.102
O -2.832 -1.051 2.068
O -1.283 -2.324 1.216
H -2.860 -2.682 3.796
O 3.125 2.648 2.396
C 2.220 2.087 1.663
O 2.375 0.909 1.251
O 1.251 2.703 1.307
H 2.871 3.573 2.356
```

***

Entry 11:
C3H3LiMgO3 as an isolated structure, computed with ωB97M-V/def2-TZVPD.

For the orbital gap (spin up / spin down), the calculation gives 7.1 / 5.2 eV. As for the spin multiplicity: 2. Its energy above the lowest of the compared OMol25 structures with the same formula, charge and spin is 4.829 eV. The expectation value of S² is 0.803. As for the net charge: +1. As for the HOMO energy (spin up / spin down): -11.1 / -11.0 eV.

Geometry as XYZ:
```
11
C3H3LiMgO3, DFT ωB97M-V/def2-TZVPD
O 0.924 -1.067 0.276
Mg 2.829 0.248 -0.272
C -0.741 -1.485 0.040
C 0.246 0.126 0.108
O -1.302 -0.953 -0.996
C -0.570 0.312 -1.161
H -0.015 0.270 -2.105
H -1.274 1.151 -1.124
H 0.444 1.482 1.512
Li -0.381 -0.843 2.413
O -0.161 0.760 1.309
```

***

Entry 12:
C3H3LiNaO3 as an isolated structure, computed with ωB97M-V/def2-TZVPD.

For the orbital gap, the calculation gives 5.1 eV. Its energy above the lowest of the compared OMol25 structures with the same formula, charge and spin is 2.625 eV. As for the net charge: +1. As for the HOMO energy: -10.0 eV.

Geometry as XYZ:
```
11
C3H3LiNaO3, DFT ωB97M-V/def2-TZVPD
H -2.504 -0.291 -0.588
C -1.709 0.449 -0.320
C -0.318 -0.090 -0.125
O 0.527 0.993 0.236
C 1.846 0.762 0.452
O 2.223 -0.423 0.328
O -2.067 1.510 0.133
Na 4.586 0.586 0.948
H 0.006 -0.567 -1.064
H -0.328 -0.873 0.649
Li -2.261 -2.056 -0.649
```

***

Entry 13:
C3H3LiO3Tl as an isolated structure, computed with ωB97M-V/def2-TZVPD.

For the orbital gap, the calculation gives 9.5 eV. Its energy above the lowest of the compared OMol25 structures with the same formula, charge and spin is 2.093 eV. As for the net charge: +1. As for the HOMO energy: -13.6 eV.

Geometry as XYZ:
```
11
C3H3LiO3Tl, DFT ωB97M-V/def2-TZVPD
O -0.008 -1.934 -0.650
C -1.032 -1.253 -0.548
O -1.421 -0.661 0.585
Tl -3.674 -0.181 -0.355
O -1.784 -0.908 -1.520
Li -0.993 -2.727 -2.230
C 1.665 1.733 0.067
H 1.953 1.269 -0.863
H -0.609 -0.160 1.012
C 1.539 1.956 1.262
H 1.700 2.447 2.208
```

***

Entry 14:
C3H3LiO3Zn as an isolated structure, computed with ωB97M-V/def2-TZVPD.

For the orbital gap (spin up / spin down), the calculation gives 7.8 / 9.9 eV. As for the spin multiplicity: 2. Its energy above the lowest of the compared OMol25 structures with the same formula, charge and spin is 0.000 eV. The expectation value of S² is 0.753. As for the net charge: +3. As for the HOMO energy (spin up / spin down): -23.9 / -26.1 eV.

Geometry as XYZ:
```
11
C3H3LiO3Zn, DFT ωB97M-V/def2-TZVPD
O -1.047 -0.085 -1.128
C -0.139 0.684 -0.802
C -0.650 -1.332 1.379
O 0.515 1.387 -1.605
O 0.379 0.659 0.482
C 0.381 -0.373 1.277
Zn -0.883 0.611 -2.987
H -0.346 -2.343 1.659
H -1.701 -1.089 1.227
H 1.354 -0.535 1.746
Li 2.136 2.416 -1.249
```

***

Entry 15:
C3H3LiO4Rh as an isolated structure, computed with ωB97M-V/def2-TZVPD.

For the orbital gap (spin up / spin down), the calculation gives 7.6 / 5.5 eV. As for the spin multiplicity: 6. The expectation value of S² is 8.761. As for the net charge: +2. As for the HOMO energy (spin up / spin down): -16.4 / -19.7 eV.

Geometry as XYZ:
```
12
C3H3LiO4Rh, DFT ωB97M-V/def2-TZVPD
C -1.428 0.808 0.525
C -0.607 0.587 -0.712
O 0.727 0.215 -0.462
C 1.034 -1.115 -0.205
O 0.807 -1.719 0.839
O 1.965 -1.453 -0.959
O -1.057 0.543 1.649
H -2.370 1.365 0.354
H -0.543 1.530 -1.271
H -1.140 -0.172 -1.312
Rh 2.875 0.531 -0.687
Li -0.263 -1.119 2.240
```

***

Entry 16:
C3H3MnO2 as an isolated structure, computed with ωB97M-V/def2-TZVPD.

For the orbital gap (spin up / spin down), the calculation gives 5.8 / 6.4 eV. As for the spin multiplicity: 7. Its energy above the lowest of the compared OMol25 structures with the same formula, charge and spin is 2.898 eV. The expectation value of S² is 12.011. As for the net charge: 0. As for the HOMO energy (spin up / spin down): -7.4 / -8.2 eV.

Geometry as XYZ:
```
9
C3H3MnO2, DFT ωB97M-V/def2-TZVPD
C -0.664 0.947 0.431
C -0.820 -0.331 -0.342
H -1.177 -1.175 0.279
H -1.414 1.058 1.228
H -1.457 -0.337 -1.245
O 2.399 -0.188 0.420
C 1.311 -0.802 0.552
O 0.565 -0.633 -0.696
Mn 1.258 1.461 -0.628
```

***

Entry 17:
A 2-piece molecular cluster, C3H3N overall, computed with ωB97M-V/def2-TZVPD.

For the orbital gap, the calculation gives 11.9 eV. Its energy above the lowest of the compared OMol25 structures with the same formula, charge and spin is 2.974 eV. As for the net charge: 0. As for the HOMO energy: -10.9 eV.

Geometry as XYZ:
```
7
C3H3N, DFT ωB97M-V/def2-TZVPD
C 1.882 0.574 0.194
C 1.371 -0.406 -0.305
C -2.253 -1.037 0.658
N -2.343 -0.043 0.040
H 2.654 0.989 0.739
H 0.681 -0.894 -0.886
H -1.991 0.817 -0.441
```

***

Entry 18:
A 2-piece molecular cluster, C3H3N overall, computed with ωB97M-V/def2-TZVPD.

For the orbital gap, the calculation gives 8.2 eV. Its energy above the lowest of the compared OMol25 structures with the same formula, charge and spin is 5.985 eV. As for the net charge: 0. As for the HOMO energy: -9.1 eV.

Geometry as XYZ:
```
7
C3H3N, DFT ωB97M-V/def2-TZVPD
C -2.357 -0.151 0.144
C -1.194 0.236 0.130
C 1.227 0.465 -0.337
N 1.665 -0.314 0.464
H -3.312 -0.491 0.432
H 1.477 1.029 -1.143
H 2.495 -0.774 0.310
```

***

Entry 19:
A 2-piece molecular cluster, C3H3N overall, computed with ωB97M-V/def2-TZVPD.

For the orbital gap (spin up / spin down), the calculation gives 8.0 / 8.0 eV. As for the spin multiplicity: 3. Its energy above the lowest of the compared OMol25 structures with the same formula, charge and spin is 3.228 eV. The expectation value of S² is 2.077. As for the net charge: 0. As for the HOMO energy (spin up / spin down): -8.5 / -9.5 eV.

Geometry as XYZ:
```
7
C3H3N, DFT ωB97M-V/def2-TZVPD
C 2.265 0.566 0.279
C 0.706 -0.978 -0.525
C -1.478 -0.073 0.168
N -0.296 -0.480 -0.038
H 2.903 1.047 -0.523
H -1.966 -0.483 1.111
H -2.134 0.402 -0.473
```

***

Entry 20:
A 2-piece molecular cluster, C3H3N2 overall, computed with ωB97M-V/def2-TZVPD.

For the orbital gap (spin up / spin down), the calculation gives 4.3 / 4.3 eV. Its energy above the lowest of the compared OMol25 structures with the same formula, charge and spin is 7.258 eV. As for the net charge: +1. As for the HOMO energy (spin up / spin down): -15.0 / -15.0 eV.

Geometry as XYZ:
```
8
C3H3N2, DFT ωB97M-V/def2-TZVPD
C -3.829 -0.277 0.198
C 0.737 0.704 0.089
C -0.653 -1.305 -0.355
N -4.729 0.382 0.368
N 0.051 -0.299 -0.301
H 1.345 1.255 -0.579
H 0.694 0.909 1.109
H -1.692 -1.476 -0.358
```